(1)
{"formula": "C5H4ClIN4", "method": "ωB97M-V/def2-TZVPD", "e_tot_ha": -1169.81565, "e_homo_ev": [-7.51, -7.51], "e_lumo_ha": [-0.046, -0.046], "spin_multiplicity": 1, "species": ["C", "C", "C", "C", "C", "N", "N", "N", "N", "Cl", "I", "H", "H", "H", "H"], "positions_angstrom": [[-2.1870, 0.5764, 1.1719], [-0.2111, 0.7707, 0.2781], [-0.7318, -0.4771, -0.0383], [1.0630, 1.1622, -0.2322], [1.3028, -0.9380, -1.1321], [-2.0050, -0.5755, 0.5108], [1.6855, 0.3349, -1.0420], [-1.1355, 1.4017, 1.0377], [0.0613, -1.3633, -0.7669], [1.9975, -1.9337, -2.4284], [3.1084, -1.8733, 0.8188], [-3.0463, 0.7878, 1.6662], [1.3550, 2.1193, -0.0792], [-1.0758, 2.3587, 1.3618], [-0.1810, -2.3510, -1.1262]], "forces_ev_per_angstrom": [[2.51, -2.18, -2.63], [1.98, -0.72, -0.71], [-0.71, 0.00, 0.71], [-2.53, -3.51, -1.10], [0.38, -0.72, -0.35], [0.89, 0.01, -0.04], [0.59, 0.97, 0.67], [-0.40, 1.00, 0.63], [-1.10, -1.14, -0.62], [-0.47, 0.69, 0.56], [-0.40, 0.09, -0.02], [-2.27, 0.76, 1.45], [1.54, 2.78, 0.16], [-0.03, -0.31, 0.04], [0.02, 2.27, 1.24]], "mulliken_charge": [-0.263, 0.248, 0.669, -0.317, -0.146, -0.666, -0.401, -0.055, -0.002, -0.138, -0.401, 0.470, 0.487, 0.201, 0.315]}



(2)
{"formula": "C5H4ClN", "method": "ωB97M-V/def2-TZVPD", "e_tot_ha": -707.80786, "e_homo_ev": -9.91, "e_lumo_ha": -0.006, "spin_multiplicity": 1, "smiles": "C=C(Cl)C(=C)C#N", "species": ["C", "C", "Cl", "C", "C", "C", "N", "H", "H", "H", "H"], "positions_angstrom": [[0.5474, -1.7293, 0.0626], [0.8683, -0.4798, -0.1038], [2.5284, 0.0884, -0.0784], [-0.2641, 0.5292, -0.1512], [-0.0839, 1.8509, 0.0733], [-1.5740, -0.0395, -0.0218], [-2.6688, -0.4260, -0.1074], [1.2516, -2.5834, 0.1894], [-0.5322, -1.9873, 0.0019], [0.9015, 2.3808, 0.1073], [-0.9742, 2.3961, 0.0282]], "forces_ev_per_angstrom": [[-0.35, -2.84, -0.13], [-0.40, 1.63, 0.09], [-0.77, -0.07, -0.08], [2.40, 0.65, 1.55], [1.14, -1.18, -1.11], [-2.13, -0.08, -1.23], [1.69, 0.46, 0.49], [-0.51, 1.03, -0.13], [1.01, 0.03, 0.20], [-1.06, -0.86, -0.04], [-1.02, 1.23, 0.39]], "mulliken_charge": [-0.717, 0.457, -0.198, 0.435, -0.810, 0.125, -0.434, 0.266, 0.281, 0.257, 0.339]}



(3)
{"formula": "C5H4F2", "method": "ωB97M-V/def2-TZVPD", "e_tot_ha": -392.46667, "e_homo_ev": -9.42, "e_lumo_ha": 0.036, "spin_multiplicity": 1, "smiles": "C=C=C(F)F.C#C", "species": ["C", "C", "C", "F", "F", "H", "H", "C", "C", "H", "H"], "positions_angstrom": [[-0.9835, -1.9196, 0.2566], [-1.2351, -0.6756, 0.0769], [-1.5727, 0.5903, -0.1517], [-1.6499, 1.1686, -1.3349], [-1.5587, 1.5457, 0.7302], [-1.7551, -2.5724, 0.3169], [-0.0577, -2.3312, 0.4117], [2.2239, 1.5250, -0.3912], [2.0648, 0.6143, 0.3087], [2.3488, 2.1417, -1.2657], [2.1752, -0.0867, 1.0423]], "forces_ev_per_angstrom": [[-0.21, 1.32, -0.05], [-0.66, 3.29, -0.75], [1.62, -2.03, -0.16], [-0.24, -0.38, -0.73], [-0.49, 0.51, 1.35], [-2.42, -2.07, 0.27], [2.42, -0.64, 0.07], [0.44, 3.42, -4.12], [-0.10, -2.03, 2.10], [-0.12, 0.11, 0.67], [-0.25, -1.49, 1.34]], "mulliken_charge": [-0.677, 0.349, 0.178, -0.221, -0.208, 0.288, 0.291, -0.252, -0.548, 0.365, 0.435]}



(4)
{"formula": "C5H4F3NS", "method": "ωB97M-V/def2-TZVPD", "e_tot_ha": -945.44113, "e_homo_ev": -8.26, "e_lumo_ha": 0.021, "spin_multiplicity": 1, "smiles": "Nc1ccsc1C(F)(F)F", "species": ["N", "C", "C", "C", "S", "C", "C", "F", "F", "F", "H", "H", "H", "H"], "positions_angstrom": [[0.6147, 1.1946, 0.8504], [0.4257, 0.4163, -0.2369], [-0.1286, -0.8995, -0.3352], [-0.0804, -1.4816, -1.5297], [0.5174, -0.5031, -2.8161], [0.7613, 0.8235, -1.7041], [1.6197, 1.8966, -2.1090], [1.1581, 2.9839, -2.7024], [2.1576, 2.3888, -0.9739], [2.6744, 1.6037, -2.8648], [0.8338, 0.5779, 1.6098], [1.1809, 1.9614, 0.6631], [-0.4793, -1.4902, 0.5447], [-0.6160, -2.4649, -1.8325]], "forces_ev_per_angstrom": [[-1.42, -2.04, 0.26], [0.53, 0.45, -6.72], [0.12, 0.17, 3.03], [-1.35, -2.07, -3.05], [-0.45, 0.25, 1.54], [-1.61, -2.84, 3.23], [1.62, 1.42, 0.90], [-1.86, 0.81, -0.85], [0.79, 0.74, 1.41], [0.67, -1.39, -0.82], [0.23, 0.56, 0.80], [1.20, 1.36, 0.20], [0.21, 0.79, -0.71], [1.32, 1.78, 0.78]], "mulliken_charge": [-0.499, 0.401, -0.462, -0.264, -0.125, -0.248, 0.936, -0.272, -0.355, -0.255, 0.241, 0.296, 0.279, 0.326]}



(5)
{"formula": "C5H4FNS", "method": "ωB97M-V/def2-TZVPD", "e_tot_ha": -745.66579, "e_homo_ev": -9.18, "e_lumo_ha": -0.049, "spin_multiplicity": 1, "smiles": "N#CCC(=S)/C=C/F", "species": ["N", "C", "C", "C", "S", "C", "C", "F", "H", "H", "H", "H"], "positions_angstrom": [[-2.1668, -1.6748, 1.3528], [-1.1390, -1.1421, 1.5349], [0.0845, -0.3315, 1.5816], [0.6227, 0.0793, 0.2426], [2.2250, 0.4784, 0.3274], [-0.2139, 0.2828, -0.8830], [0.2559, 0.7404, -2.0744], [-0.4298, 0.7879, -3.1696], [0.9187, -0.8036, 2.1344], [-0.1835, 0.6370, 2.1611], [-1.2972, -0.0478, -0.9087], [1.3233, 0.9941, -2.2991]], "forces_ev_per_angstrom": [[2.52, 1.13, 0.58], [-2.39, -1.04, -0.69], [-0.69, 0.77, 1.43], [1.91, 1.02, 0.82], [-0.36, -0.17, -0.52], [-1.94, -0.20, -2.38], [2.29, -0.58, 1.47], [-1.35, 0.11, -0.75], [-0.75, 0.10, -0.17], [0.42, -1.48, -0.90], [1.35, 0.43, 0.40], [-1.01, -0.09, 0.70]], "mulliken_charge": [-0.442, 0.267, -0.493, 0.408, -0.258, -0.361, -0.096, -0.204, 0.377, 0.244, 0.249, 0.311]}



(6)
{"formula": "C5H4FNS", "method": "ωB97M-V/def2-TZVPD", "e_tot_ha": -745.65143, "e_homo_ev": -9.30, "e_lumo_ha": 0.017, "spin_multiplicity": 1, "smiles": "N#CC1=C(F)CSC1", "species": ["N", "C", "C", "C", "F", "C", "S", "C", "H", "H", "H", "H"], "positions_angstrom": [[3.2050, -0.8607, -0.0305], [2.1092, -0.3232, -0.0003], [0.6418, -0.1579, -0.0738], [0.0453, 1.0489, -0.0320], [0.5918, 2.2006, -0.0246], [-1.4345, 0.9502, 0.1467], [-1.9134, -0.7783, -0.1079], [-0.2045, -1.5025, 0.1654], [-1.9914, 1.4754, 0.9836], [-1.9331, 1.5289, -0.6017], [-0.1528, -2.4702, -0.5318], [-0.0129, -1.9533, 1.0750]], "forces_ev_per_angstrom": [[-6.00, 3.45, 0.36], [4.60, -3.60, -0.84], [1.88, -1.33, 0.69], [-1.98, -3.70, 1.01], [1.18, 1.72, -0.14], [-1.50, 0.94, 0.19], [0.53, -0.51, 0.57], [-0.77, 1.28, -3.69], [1.58, -0.96, 0.18], [-0.11, 0.17, -1.36], [0.40, 2.71, 0.65], [0.20, -0.17, 2.39]], "mulliken_charge": [-0.477, 0.027, 0.033, 0.539, -0.264, -0.466, -0.151, -0.546, 0.321, 0.313, 0.312, 0.359]}



(7)
{"formula": "C5H4GdN2O5", "method": "ωB97M-V/def2-TZVPD", "total_charge": 3, "e_tot_ha": -1443.13337, "e_homo_ev": [-22.18, -21.52], "e_lumo_ha": [-0.511, -0.662], "spin_multiplicity": 8, "species": ["Gd", "O", "C", "C", "O", "C", "O", "C", "O", "N", "C", "N", "O", "H", "H", "H", "H"], "positions_angstrom": [[-0.0023, 0.6488, -1.4286], [0.0278, 3.7065, -3.4884], [0.0193, 2.7222, -2.8772], [1.9262, -0.8638, -1.2094], [2.7259, -1.5865, -0.7794], [-1.9485, -0.8322, -1.2226], [-2.7675, -1.5354, -0.7946], [-0.0011, -0.8925, -3.2935], [-0.0016, -1.6749, -4.1469], [1.0934, 0.4390, 2.6299], [-0.0155, 0.1151, 1.9588], [-1.0714, -0.4513, 2.5908], [-0.0598, 0.2764, 0.6820], [1.1369, 0.4100, 3.6494], [1.8875, 0.7881, 2.0941], [-1.8562, -0.7578, 2.0298], [-1.0930, -0.5117, 3.6059]], "forces_ev_per_angstrom": [[-0.02, 1.67, 1.62], [-0.04, -4.97, 3.03], [0.05, 6.01, -3.66], [5.13, -4.35, 2.62], [-3.97, 3.60, -2.33], [-5.29, -4.24, 2.61], [4.09, 3.52, -2.34], [0.02, -5.00, -5.86], [0.00, 3.79, 4.12], [-0.51, 0.10, -0.65], [-0.72, -0.98, 2.19], [1.52, 1.00, -0.92], [0.05, -0.05, -0.95], [0.18, -0.05, -0.30], [-0.22, 0.03, 0.58], [-0.03, 0.05, 0.45], [-0.24, -0.12, -0.21]], "mulliken_spin": [6.741, 0.005, -0.010, 0.027, 0.003, 0.031, 0.004, -0.005, 0.006, 0.129, -0.021, 0.037, 0.064, -0.004, -0.005, -0.001, -0.001]}



(8)
{"formula": "C5H4IN", "method": "ωB97M-V/def2-TZVPD", "e_tot_ha": -545.09649, "e_homo_ev": [-7.77, -7.78], "e_lumo_ha": [-0.034, -0.035], "spin_multiplicity": 1, "species": ["C", "C", "C", "C", "C", "N", "I", "H", "H", "H", "H"], "positions_angstrom": [[-1.7028, 1.0431, 0.1613], [-0.3867, 0.7471, 0.2546], [-2.5530, 0.0398, -0.1667], [-0.7222, -1.6203, 0.4617], [0.4872, -1.5264, -0.3156], [-0.0368, -0.4853, 0.5013], [-4.6321, -0.1083, 0.0039], [-2.1374, 2.0918, 0.2438], [0.4361, 1.4716, 0.3347], [1.4364, -1.8694, 0.0975], [0.4511, -1.2261, -1.3279]], "forces_ev_per_angstrom": [[-2.82, 2.22, 0.05], [2.12, 2.45, 1.15], [-0.08, -2.33, -0.46], [-3.05, 0.61, 1.16], [3.10, 0.18, -0.49], [-0.47, -1.13, 0.70], [0.87, 0.38, 0.24], [1.03, -1.20, -0.21], [-0.60, -0.05, -0.25], [-0.21, -0.67, -0.55], [0.09, -0.45, -1.34]], "mulliken_charge": [0.082, -0.150, -0.633, -0.297, -0.304, 0.033, 0.072, 0.312, 0.361, 0.254, 0.271]}